Run a
Computed, not measured: a 2-piece molecular cluster, C4H7NO overall, with ωB97M-V/def2-TZVPD.

```
! RIJCOSX wB97M-V def2-TZVPD def2/J DEFGRID3
* xyz 0 1
C -1.88 -1.63 -0.34
C -0.73 -0.69 -0.21
O 0.35 -0.82 -0.80
C -0.63 0.36 0.74
C 2.20 1.43 0.60
N 1.68 1.90 -0.45
H -2.83 -1.15 -0.09
H -1.73 -2.48 0.33
H -1.91 -2.01 -1.37
H -0.82 1.37 0.35
H 2.38 0.36 0.78
H 2.51 2.12 1.40
H 1.45 1.12 -1.08
*
```

## Properties
HOMO-LUMO gap, eV: 8.541

Run b
Computed, not measured: the molecule C4H7NO, with ωB97M-V/def2-TZVPD.

```
! RIJCOSX wB97M-V def2-TZVPD def2/J DEFGRID3
* xyz 0 1
C -1.14 -0.82 0.48
C -0.12 0.20 0.10
C 0.71 1.02 0.97
C 1.53 -0.05 0.85
O -0.84 0.23 -2.09
N 0.20 0.52 -1.20
H -0.89 1.01 -2.66
H 1.00 2.04 0.73
H -2.12 -0.53 0.10
H -1.19 -0.91 1.56
H -0.87 -1.80 0.08
H 1.62 -1.01 1.32
H 2.10 0.11 -0.23
*
```

## Properties
HOMO-LUMO gap (spin up / spin down), eV: 8.125 / 7.858

Energies relative to the most stable structure are run a 0.000; run b 1.449, reported in eV.

Run a
Computed, not measured: the molecule C4H7NO, with ωB97M-V/def2-TZVPD.

```
! RIJCOSX wB97M-V def2-TZVPD def2/J DEFGRID3
* xyz 0 1
C 0.01 0.30 -1.72
C 0.29 0.66 -0.28
N -0.68 1.09 0.54
C -0.61 -1.00 1.49
C 0.56 -0.75 0.76
O 1.71 -1.07 0.88
H -0.15 1.22 -2.31
H -0.87 -0.34 -1.83
H 0.88 -0.22 -2.13
H 1.28 1.11 -0.16
H -0.30 1.66 1.30
H -1.57 -0.84 1.05
H -0.53 -1.74 2.30
*
```

## Properties
HOMO-LUMO gap (spin up / spin down), eV: 7.351 / 7.804

Run b
Computed, not measured: the molecule C4H7NO, with ωB97M-V/def2-TZVPD.

```
! RIJCOSX wB97M-V def2-TZVPD def2/J DEFGRID3
* xyz 0 1
C -1.70 -0.29 0.44
C -0.27 -0.42 0.00
C 0.27 0.26 -1.21
N 0.60 0.77 0.11
C 1.90 0.55 0.57
O 2.85 0.25 -0.11
H -1.78 -0.42 1.53
H -2.32 -1.05 -0.05
H -2.09 0.70 0.19
H 0.22 -1.36 0.23
H 1.07 -0.22 -1.77
H -0.39 0.92 -1.78
H 1.98 0.71 1.66
*
```

## Properties
SMILES: C[C@H]1CN1C=O
HOMO-LUMO gap, eV: 11.032

Run c
Computed, not measured: the molecule C4H7NO, with ωB97M-V/def2-TZVPD.

```
! RIJCOSX wB97M-V def2-TZVPD def2/J DEFGRID3
* xyz 0 1
C -1.42 -0.44 1.10
N 0.10 0.44 -1.17
C 1.08 1.35 -0.54
C 0.62 0.16 0.17
O -0.13 0.13 1.30
C 0.86 -0.81 -0.90
H -1.35 -1.52 0.92
H -1.98 -0.25 2.02
H -1.91 0.03 0.24
H 2.09 1.41 -0.95
H 0.64 2.29 -0.21
H 0.23 -1.70 -0.91
H 1.85 -0.93 -1.35
*
```

## Properties
SMILES: COC12CN1C2
HOMO-LUMO gap, eV: 10.820

Run d
Computed, not measured: the molecule C4H7NO, with ωB97M-V/def2-TZVPD.

```
! RIJCOSX wB97M-V def2-TZVPD def2/J DEFGRID3
* xyz 0 1
C 2.12 -0.18 0.18
C 0.66 0.05 0.03
N 0.06 1.17 0.00
C -1.36 0.87 -0.22
C -1.44 -0.65 -0.04
O -0.08 -1.08 -0.06
H 2.33 -0.67 1.13
H 2.65 0.77 0.13
H 2.48 -0.84 -0.62
H -1.98 1.40 0.52
H -1.66 1.22 -1.21
H -1.98 -1.21 -0.81
H -1.82 -0.85 0.98
*
```

## Properties
SMILES: CC1=NCCO1
HOMO-LUMO gap, eV: 10.418

Energies relative to the most stable structure are run a 3.744; run b 0.854; run c 2.695; run d 0.000, reported in eV.

Run a
Computed, not measured: the molecule C4H7NO, with ωB97M-V/def2-TZVPD.

```
! RIJCOSX wB97M-V def2-TZVPD def2/J DEFGRID3
* xyz 0 1
O 1.99 0.70 0.25
C 0.91 0.24 -0.50
C 0.29 -1.16 -0.19
C -1.05 -0.47 -0.04
N -0.86 0.44 1.10
C -0.46 0.87 -0.25
H 1.68 0.75 1.16
H 1.19 0.32 -1.56
H 0.64 -1.62 0.74
H 0.37 -1.88 -1.01
H -2.04 -0.81 -0.32
H -1.77 0.85 1.32
H -0.88 1.76 -0.71
*
```

## Properties
SMILES: O[C@H]1C[C@H]2N[C@@H]12
HOMO-LUMO gap, eV: 10.433

Run b
Computed, not measured: the molecule C4H7NO, with ωB97M-V/def2-TZVPD.

```
! RIJCOSX wB97M-V def2-TZVPD def2/J DEFGRID3
* xyz 0 1
C 1.26 0.53 0.35
C -0.38 0.82 0.26
N -1.10 0.37 -0.92
C -0.77 -1.03 -0.61
C -0.51 -0.53 0.84
O -0.37 -1.01 1.93
H 1.68 0.80 -0.61
H 1.66 -0.49 0.58
H 1.60 1.12 1.19
H -0.71 1.81 0.62
H -0.85 0.77 -1.83
H 0.08 -1.43 -1.19
H -1.61 -1.73 -0.62
*
```

## Properties
SMILES: C[C@H]1NCC1=O
HOMO-LUMO gap, eV: 9.955

Run c
Computed, not measured: the molecule C4H7NO, with ωB97M-V/def2-TZVPD.

```
! RIJCOSX wB97M-V def2-TZVPD def2/J DEFGRID3
* xyz 0 1
O 1.27 2.10 0.12
C 1.75 1.02 -0.07
C 1.01 -0.32 0.02
C -0.44 -0.37 0.51
C -1.48 0.24 -0.35
N -1.42 -1.20 -0.22
H 2.83 0.93 -0.36
H 1.65 -0.99 0.61
H 1.01 -0.73 -1.00
H -0.60 -0.58 1.54
H -1.16 0.53 -1.35
H -2.31 0.81 0.05
H -2.11 -1.43 0.50
*
```

## Properties
SMILES: O=CC[C@H]1CN1
HOMO-LUMO gap, eV: 10.700

Energies relative to the most stable structure are run a 0.222; run b 0.504; run c 0.000, reported in eV.

Run a
Computed, not measured: the molecule C4H7NO, with ωB97M-V/def2-TZVPD.

```
! RIJCOSX wB97M-V def2-TZVPD def2/J DEFGRID3
* xyz 0 1
C -0.16 -1.38 -1.20
O 0.40 -0.09 -1.36
C 0.84 0.49 -0.15
C -0.33 1.18 0.60
C -0.60 0.58 1.91
N -0.78 0.08 2.94
H 0.62 -2.12 -0.98
H -0.91 -1.41 -0.39
H -0.64 -1.64 -2.14
H 1.33 -0.26 0.49
H 1.59 1.24 -0.42
H -1.21 1.08 -0.04
H -0.14 2.25 0.73
*
```

## Properties
SMILES: COCCC#N
HOMO-LUMO gap, eV: 11.229

Run b
Computed, not measured: the molecule C4H7NO, with ωB97M-V/def2-TZVPD.

```
! RIJCOSX wB97M-V def2-TZVPD def2/J DEFGRID3
* xyz 0 1
C 1.38 -0.55 -1.07
C 0.56 0.53 -0.45
C -1.71 0.85 0.21
N -0.52 0.25 0.34
C -0.30 -0.58 1.50
O -1.15 -0.82 2.30
H 1.57 -1.39 -0.40
H 2.35 -0.14 -1.39
H 0.89 -0.97 -1.97
H 0.45 1.47 -0.99
H -2.34 0.96 1.08
H -1.94 1.29 -0.75
H 0.76 -0.89 1.58
*
```

## Properties
HOMO-LUMO gap (spin up / spin down), eV: 7.801 / 7.587

Run c
Computed, not measured: C4H7NO as an isolated structure, with ωB97M-V/def2-TZVPD.

```
! RIJCOSX wB97M-V def2-TZVPD def2/J DEFGRID3
* xyz 0 1
O 1.40 0.88 0.89
C 1.65 0.41 -0.35
C -0.14 -0.76 -0.80
C -0.98 -0.55 0.44
C -1.43 0.85 0.54
N -1.75 1.96 0.58
H 1.00 1.76 0.81
H 2.20 -0.53 -0.26
H 0.71 0.27 -1.09
H 0.31 -1.76 -0.84
H -0.70 -0.57 -1.72
H -0.41 -0.77 1.35
H -1.86 -1.20 0.44
*
```

## Properties
HOMO-LUMO gap, eV: 9.103

Energies relative to the most stable structure are run a 0.000; run b 1.829; run c 3.172, reported in eV.